# 1
19
Properties=species:S:1:pos:R:3:forces:R:3 method="wB97M-V/def2-TZVPD" smiles=CC1(C)OC1(C)C homo_ev=-9.92 fmax_ev_per_a=0.4 relative_energy_kcal_mol=25.6 lumo_ev=1.0 total_energy_ev=-8463.2432
C -1.93169 -0.10096 -0.05765 -0.15 0.10 -0.10
C -0.52224 0.13553 -0.58197 -0.07 -0.33 0.13
C -0.22619 -0.41235 -1.97364 0.01 -0.12 -0.06
O 0.11528 1.40705 -0.40273 0.01 0.26 0.00
C 0.54946 0.32370 0.42008 0.17 -0.19 0.15
C 0.22634 0.58523 1.88020 -0.07 -0.03 0.03
C 1.90214 -0.31990 0.21069 0.11 0.05 -0.08
H -2.63112 -0.31486 -0.86937 0.06 0.13 0.03
H -2.31708 0.75581 0.49986 0.12 -0.10 -0.03
H -1.93832 -0.97966 0.60311 0.02 0.23 -0.11
H 0.49267 -1.23979 -1.98633 -0.21 0.09 0.07
H 0.20653 0.41074 -2.55317 -0.08 -0.24 0.02
H -1.14211 -0.74734 -2.47503 0.21 0.05 0.13
H 0.04502 -0.32812 2.45646 0.05 0.04 -0.13
H 1.06967 1.11241 2.34336 -0.12 -0.11 -0.08
H -0.64793 1.23426 1.95717 0.10 -0.14 0.03
H 2.71933 0.27564 0.62728 -0.14 0.06 0.00
H 2.12812 -0.51504 -0.83894 -0.06 0.10 0.11
H 1.90210 -1.28236 0.74061 0.01 0.16 -0.11

---

# 2
67
Properties=species:S:1:pos:R:3:forces:R:3 method="wB97M-V/def2-TZVPD" homo_ev="-7.89 / -7.42" fmax_ev_per_a=0.9 lumo_ev="-3.8 / -3.6" total_energy_ev=-100604.4829 multiplicity=2 s_squared=0.97
Co -0.45168 1.00393 -0.18013 -0.07 0.78 -0.21
C -3.21829 2.32327 1.37977 -0.08 0.02 0.06
Si -2.00562 0.88742 1.53784 0.41 -0.10 -0.14
C -3.06919 -0.68733 1.54913 -0.03 -0.01 -0.03
C -1.18946 0.90987 3.23633 -0.20 -0.03 0.13
C -1.87317 0.75181 4.44774 0.04 0.00 -0.01
C -1.18602 0.71833 5.65015 0.00 0.00 -0.02
C 0.20098 0.83923 5.65804 0.00 0.00 -0.02
C 0.88586 1.00236 4.46498 -0.02 0.00 -0.01
C 0.20154 1.04218 3.24519 0.16 -0.03 0.07
Si 0.99395 1.38336 1.56616 -0.32 -0.16 -0.15
C 1.65279 3.14732 1.71593 0.01 0.03 -0.02
C 2.51327 0.27235 1.34220 0.08 0.01 0.07
H -3.95047 2.30499 2.19257 0.00 0.02 -0.01
H -3.76316 2.25952 0.43456 -0.01 0.03 0.00
H -2.70625 3.28685 1.41389 0.00 0.00 -0.01
H -3.87705 -0.57972 2.27898 0.02 -0.03 0.03
H -2.46998 -1.55261 1.84508 -0.01 -0.01 -0.03
H -3.54860 -0.90295 0.59084 -0.03 0.01 0.01
H -2.95398 0.64676 4.45461 0.00 0.01 0.00
H -1.72431 0.59509 6.58214 0.00 0.00 0.00
H 0.74124 0.80824 6.59651 0.00 0.00 0.00
H 1.96738 1.09869 4.48656 0.00 0.01 0.00
H 2.21936 3.23806 2.64758 0.01 0.03 -0.01
H 0.83032 3.86515 1.75864 0.01 0.02 0.02
H 2.29904 3.41714 0.88007 -0.01 0.00 -0.01
H 3.11879 0.26069 2.25356 0.03 -0.01 -0.03
H 3.15207 0.64668 0.53588 0.00 -0.01 -0.02
H 2.24033 -0.76007 1.11444 0.00 -0.02 0.01
C 3.66201 2.28216 -2.64313 0.00 0.01 0.02
C 2.39081 3.11162 -2.80928 -0.05 0.03 -0.05
C 2.71112 4.59198 -2.63365 0.00 0.00 0.02
C 1.77397 2.87245 -4.19077 0.00 0.02 0.01
N 1.47010 2.78680 -1.70165 0.06 -0.03 -0.02
N 0.95480 1.45745 -1.70409 -0.11 -0.28 0.18
H 4.44024 2.65154 -3.31136 -0.01 -0.01 -0.02
H 3.50172 1.23006 -2.89053 -0.01 0.00 0.02
H 4.02529 2.35076 -1.61670 0.01 0.01 -0.01
H 3.44834 4.91129 -3.37024 -0.01 0.01 -0.01
H 3.10786 4.77803 -1.63539 0.01 0.00 0.00
H 1.81549 5.20367 -2.76727 0.00 0.00 0.01
H 2.45783 3.20313 -4.97339 0.00 -0.01 0.00
H 0.84132 3.43086 -4.30199 0.00 0.00 -0.01
H 1.57135 1.81467 -4.37336 0.00 0.00 -0.01
H 0.67326 3.41356 -1.71666 0.00 0.00 0.07
H 1.73874 0.82919 -1.55654 0.01 0.04 0.06
H 0.53625 1.21692 -2.60296 0.10 0.00 -0.04
F -0.00201 -1.84953 -0.92099 -0.20 0.24 -0.08
C -0.66180 -2.99683 -1.07415 0.13 0.03 0.03
C 0.01403 -4.12593 -0.79408 -0.10 -0.07 0.02
F 1.26005 -4.02246 -0.36036 0.01 0.00 -0.02
C -0.57215 -5.44174 -0.91898 0.03 0.00 0.02
C -1.93920 -5.43309 -1.38340 -0.02 0.00 -0.01
C -2.59868 -4.30120 -1.68956 -0.01 -0.02 -0.03
F -3.84052 -4.40083 -2.14140 0.02 -0.03 0.03
C -2.02055 -2.98467 -1.55323 -0.12 0.04 -0.08
C -2.73188 -1.84612 -1.87269 0.05 -0.09 0.18
C -2.25360 -0.53471 -1.64824 0.12 0.22 -0.51
N -1.87883 0.55447 -1.49720 0.10 -0.74 0.49
C -4.06289 -1.86911 -2.40790 -0.01 0.08 0.07
N -5.12899 -1.79153 -2.82777 0.00 0.02 -0.05
F -2.56222 -6.59059 -1.54969 0.02 0.01 0.02
C 0.11247 -6.59152 -0.63131 0.03 -0.05 0.02
C -0.48928 -7.89276 -0.64639 -0.03 0.07 0.04
N -0.93087 -8.95208 -0.59733 0.05 -0.03 -0.04
C 1.50553 -6.61374 -0.29266 -0.03 0.07 -0.07
N 2.63122 -6.67879 -0.07295 -0.01 -0.06 0.06

---

# 3
55
Properties=species:S:1:pos:R:3:forces:R:3 method="wB97M-V/def2-TZVPD" smiles="COc1ccccc1N1CCN(CCCNC(=O)Nc2ccccc2)CC1" homo_ev=-7.93 fmax_ev_per_a=0.7 relative_energy_kcal_mol=27.8 lumo_ev=0.7 total_energy_ev=-32287.2674
C 3.02637 -0.70624 2.48122 0.16 -0.14 0.41
H 3.44585 0.16593 2.97913 0.02 -0.06 0.04
H 3.79372 -1.48303 2.39356 -0.03 0.06 -0.01
H 2.18574 -1.09537 3.06038 0.05 0.04 -0.03
O 2.61789 -0.26429 1.20262 -0.38 -0.21 -0.58
C 1.98165 -1.22455 0.42942 0.18 0.09 0.10
C 2.62672 -1.62584 -0.73097 -0.03 0.11 0.07
C 2.08005 -2.59469 -1.55387 0.00 -0.03 -0.04
C 0.88332 -3.18333 -1.18821 0.05 -0.07 -0.06
C 0.21639 -2.76804 -0.04922 0.04 -0.01 0.09
C 0.72050 -1.75666 0.77329 0.26 0.02 0.01
N 0.07435 -1.31860 1.92616 0.15 -0.09 0.21
C -1.04313 -2.07745 2.44013 -0.01 -0.09 0.06
C -2.35722 -1.73401 1.70229 -0.01 -0.01 -0.10
N -2.09072 -0.67419 0.74931 -0.05 0.03 0.21
C -3.23070 -0.40122 -0.10997 -0.13 -0.21 -0.15
C -3.21937 -1.33150 -1.32904 0.06 0.33 -0.02
H -4.23579 -1.47106 -1.69903 -0.04 -0.10 -0.04
C -2.36401 -0.76655 -2.46837 -0.21 -0.11 -0.04
N -1.06229 -0.31997 -2.03465 0.05 -0.09 -0.10
C -0.81165 1.01715 -1.90207 0.27 -0.47 -0.09
O -1.58883 1.86842 -2.28743 -0.25 0.45 -0.03
N 0.41350 1.27872 -1.33267 0.20 -0.24 0.19
C 1.02129 2.51875 -1.12429 -0.01 0.31 0.02
C 0.44954 3.72270 -1.52700 -0.23 0.01 -0.12
C 1.11118 4.91356 -1.28964 0.14 0.00 0.07
C 2.34029 4.92856 -0.65345 0.06 0.17 0.03
C 2.90929 3.73219 -0.24980 0.01 0.02 -0.01
C 2.25931 2.53582 -0.48177 -0.05 -0.07 -0.03
H 2.70555 1.60806 -0.15626 0.04 -0.10 0.04
H 3.86751 3.72838 0.24944 0.07 -0.01 0.04
H 2.85091 5.86285 -0.47304 0.04 0.07 0.02
H 0.65773 5.84060 -1.60897 -0.05 0.06 -0.03
H -0.50582 3.71650 -2.02320 -0.02 -0.01 -0.01
H 0.96662 0.48343 -1.04104 -0.11 0.02 -0.13
H -0.51494 -0.98404 -1.50767 0.07 0.11 0.04
H -2.23996 -1.52578 -3.24831 -0.07 0.11 0.00
H -2.85404 0.10861 -2.90207 0.04 -0.18 -0.02
H -2.83014 -2.30709 -1.03480 -0.07 -0.11 0.06
H -3.17348 0.63142 -0.45818 -0.02 0.04 0.04
H -4.17718 -0.51431 0.44367 0.05 0.09 -0.01
C -1.55732 0.48006 1.44571 -0.05 0.06 0.02
C -0.18464 0.10492 2.06068 -0.03 0.27 0.03
H 0.61159 0.66689 1.57733 -0.05 -0.02 0.08
H -0.17469 0.34919 3.12849 0.05 0.04 -0.07
H -2.24475 0.82488 2.23961 0.00 0.03 -0.06
H -1.43567 1.29481 0.73107 -0.03 0.02 0.04
H -3.13232 -1.43051 2.43150 0.02 -0.03 -0.08
H -2.74084 -2.60231 1.16269 -0.04 -0.02 0.02
H -0.81284 -3.14187 2.37966 -0.04 0.04 0.06
H -1.13446 -1.81695 3.49994 0.00 -0.08 -0.07
H -0.72610 -3.22895 0.19307 -0.17 -0.01 0.05
H 0.45235 -3.96169 -1.80020 -0.05 -0.06 -0.05
H 2.59455 -2.89877 -2.45140 0.05 -0.03 -0.09
H 3.57914 -1.17351 -0.96376 0.10 0.07 0.01